36
Properties=species:S:1:pos:R:3:forces:R:3 method="wB97M-V/def2-TZVPD" multiplicity=2 gap_ev="1.62 / 8.06" charge=-1 s2=0.750 homo_ev="0.59 / -5.90" e_tot_ha=-1449.23382
S 0.6812 1.8133 4.7150 -0.96 -0.12 -1.73
S -2.1406 -0.2659 1.2167 1.29 0.92 -0.66
O -0.8314 -0.7915 1.7253 -0.12 -0.31 0.15
O -0.8348 1.6985 4.6705 1.73 -0.18 0.39
N 3.1391 0.2910 -1.3046 -0.25 -0.27 -1.29
N -2.5720 -4.6406 -5.4959 -0.15 -1.66 -1.74
C -1.8008 1.5509 1.0862 -0.73 -0.03 -0.50
C 1.4705 0.1291 4.7563 -0.18 0.43 -0.14
C 1.1202 2.1192 2.9428 0.71 -0.06 0.03
C -2.3714 -2.8719 -3.5800 1.54 -0.66 -0.35
C -2.4915 -3.8579 -4.6842 -0.27 2.58 2.17
C 1.7035 0.6836 -3.0269 3.00 -1.88 -0.45
C 1.0420 0.6646 -1.8296 -1.34 0.82 2.72
C 1.9047 0.4680 -0.7289 -0.34 0.13 -2.03
C -2.1937 -0.6540 -0.6010 -0.05 -0.73 0.37
C 3.0365 0.3324 -2.7045 -0.53 0.67 1.12
H 3.9314 0.1020 -3.2636 -0.22 0.17 -0.22
H 3.9868 0.0270 -0.8231 -0.27 0.09 -0.08
H -1.8220 2.0471 2.0565 -0.28 -0.46 0.21
H -3.2231 -2.7764 -2.9066 -0.03 -0.10 -0.24
H 1.3185 -0.4775 3.8635 -0.94 0.06 0.09
H -0.0164 0.8757 -1.7892 0.01 -0.15 0.39
H -2.5807 1.9529 0.4394 -0.14 0.18 0.09
H -3.0184 -1.3224 -0.8483 -1.00 0.73 0.29
H -2.1393 0.2235 -1.2453 -0.05 -0.15 0.03
H 2.1990 2.1057 2.7877 0.25 -0.53 0.34
H 1.0687 -0.2869 5.6803 0.10 -0.35 -0.23
H -0.8444 1.8204 0.6381 0.11 -0.66 -0.22
H 1.2564 0.6099 -4.0072 0.10 0.41 0.04
H -1.9048 -1.9249 -3.8512 -0.90 0.39 -0.76
H 0.6495 1.3223 2.3670 -0.07 -0.01 0.09
H -1.4754 -3.2172 -3.0641 -0.22 -0.58 0.86
H 2.5589 0.1773 4.7881 0.06 0.63 0.51
H 0.8914 3.0935 2.5111 -0.80 0.09 0.63
H 1.7510 0.3955 0.3377 -0.13 0.01 -0.21
H -1.4486 -1.4165 -0.8279 1.05 0.61 0.32